Entry 1:
Density functional theory data (ωB97M-V/def2-TZVPD) for a cluster of 2 separate species, C5HF7 in total in a non-equilibrium geometry.

Each line ends with the Mulliken charge.
Cartesian coordinates (Å):
C (-1.342, -2.392, -1.315)  0.898
F (-1.103, -0.310, -4.165)  -0.185
H (0.381, 0.946, 1.217)  0.469
F (-1.902, 0.554, -2.326)  -0.212
F (-2.200, -1.943, -0.461)  -0.240
C (-0.848, 0.087, -2.991)  0.675
F (0.837, -2.078, -1.957)  -0.278
F (-0.906, -3.586, -0.978)  -0.259
C (-0.193, -1.389, -1.474)  0.189
C (0.086, -0.468, -0.498)  -1.014
F (-1.838, -2.623, -2.483)  -0.258
C (0.192, 0.351, 0.358)  0.460
F (0.010, 1.172, -3.064)  -0.245

Summary:
largest force on an atom = 4.8 eV/Å
ΔE to the lowest compared entry with this formula, charge and spin = 3.203 eV
LUMO energy = -0.5 eV
molecular weight = 194.0 Da
total energy = -890.0471 Eh
gap between HOMO and LUMO = 0.3495 hartree

***

Entry 2:
Density functional theory data (ωB97M-V/def2-TZVPD) for a cluster of 8 separate species, C6H27NO7 in total in a non-equilibrium geometry.

Each line ends with the Mulliken charge.
Cartesian coordinates (Å):
H (3.743, 1.663, -2.618)  0.323
H (-1.380, 1.139, 1.610)  0.363
C (-0.714, 0.459, 2.144)  0.479
H (1.364, -3.237, 0.776)  0.606
H (-1.642, -0.866, -0.302)  0.321
H (-1.319, 1.412, 3.961)  0.418
H (1.307, -3.364, 2.258)  0.335
H (-1.724, -2.486, -2.192)  -0.175
C (-1.221, -3.116, -1.495)  -0.504
H (2.381, 0.428, -0.166)  0.211
H (-0.103, -1.757, 2.117)  0.030
H (-2.216, 0.093, 3.479)  0.407
O (-3.398, 1.514, -1.984)  -0.606
H (1.675, 2.656, -1.217)  0.401
H (0.153, -0.509, -0.174)  0.030
H (0.279, -2.930, 0.023)  -0.464
O (-2.473, -0.764, -4.189)  -0.607
C (-0.702, -1.211, 0.178)  -0.058
H (-1.895, -1.414, 1.773)  0.396
H (-0.578, -0.268, 4.162)  0.423
O (1.622, -3.861, 1.493)  -0.597
O (1.695, 3.621, -1.197)  -0.696
C (-0.868, -1.107, 1.707)  -0.407
H (-2.723, 1.320, -2.654)  0.311
C (-0.619, -2.538, -0.448)  -0.012
C (-1.173, 0.426, 3.560)  -1.538
O (2.775, 1.645, -2.710)  -0.665
N (0.741, 0.649, 1.993)  -0.100
H (1.010, 1.537, 1.463)  0.270
O (3.108, 0.012, -0.642)  -0.552
H (-1.722, -0.613, -3.604)  0.314
H (1.619, 3.703, 0.738)  0.377
H (2.230, 3.944, -1.926)  0.314
H (1.190, 0.833, 2.905)  0.367
H (3.239, -0.772, -0.085)  0.334
H (0.217, 3.405, 1.080)  0.365
H (-3.983, 2.068, -2.521)  0.299
H (2.768, 0.720, -2.996)  0.287
H (-0.960, -4.069, -1.877)  0.366
H (-2.799, -1.639, -3.902)  0.341
O (1.093, 3.273, 1.476)  -0.707

Summary:
2S+1 = 2
<S²> = 0.755
largest force on an atom = 4.1 eV/Å
ΔE to the lowest compared entry with this formula, charge and spin = 4.872 eV
LUMO energy (spin up / spin down) = -3.0 / -8.4 eV
molecular weight = 225.3 Da
net charge = +1
total energy = -825.8017 Eh
gap between HOMO and LUMO (spin up / spin down) = 0.3763 / 0.1763 hartree

***

Entry 3:
Density functional theory data (ωB97M-V/def2-TZVPD) for the molecule C4H6O2 in a non-equilibrium geometry.

Each line ends with the Mulliken charge.
Cartesian coordinates (Å):
O (2.530, 1.036, 0.399)  -0.440
C (0.669, -0.096, -0.638)  0.393
C (-1.623, 0.019, 0.555)  -1.043
H (-2.220, -0.692, 1.138)  0.271
H (-0.315, -1.466, -0.073)  0.212
H (-2.031, 0.035, -0.459)  0.333
C (1.919, 0.759, -0.602)  -0.026
C (-0.189, -0.513, 0.504)  -0.187
H (0.309, -0.450, 1.489)  0.318
H (-1.734, 1.005, 1.010)  0.333
O (0.446, -0.663, -1.695)  -0.508
H (2.240, 1.027, -1.626)  0.343

Summary:
largest force on an atom = 2.4 eV/Å
ΔE to the lowest compared entry with this formula, charge and spin = 1.753 eV
SMILES string = CCC(=O)C=O
LUMO energy = -0.5 eV
molecular weight = 86.1 Da
total energy = -306.4419 Eh
gap between HOMO and LUMO = 0.3476 hartree

***

Entry 4:
Density functional theory data (ωB97M-V/def2-TZVPD) for a structure of composition C36H34BiN8O5P.

Each line ends with the Mulliken charge.
Cartesian coordinates (Å):
N (-0.913, -2.535, -3.379)  0.229
H (0.740, -3.785, -3.565)  0.348
N (-0.788, 3.481, 1.032)  0.365
H (-1.591, 3.866, -1.453)  0.224
C (2.047, 4.978, 1.397)  -0.483
H (-1.921, -4.318, -2.987)  0.364
C (3.044, -2.870, 2.563)  -1.158
N (2.675, 1.542, -1.224)  -0.364
H (-0.862, 4.470, 1.224)  0.258
C (-0.796, -0.590, -5.507)  -1.217
C (-1.015, -1.201, -3.120)  0.416
C (1.877, -0.687, 3.789)  -0.783
O (-1.452, -0.803, -2.013)  -0.681
C (-0.396, 1.056, -3.744)  -0.906
H (-0.067, 1.159, -2.711)  -0.301
C (-2.772, 3.396, 2.352)  -1.054
H (3.502, -3.726, 2.089)  0.437
H (2.642, -1.486, 5.606)  0.436
H (2.672, -4.254, 0.042)  0.478
H (2.953, -3.220, -1.377)  0.332
H (1.325, 5.649, 0.943)  0.342
H (1.421, 0.179, 4.248)  0.507
C (2.342, -1.945, 1.768)  0.304
C (-1.768, 2.731, 1.624)  0.225
N (5.295, -1.906, -2.075)  -0.630
H (2.676, 4.232, -1.420)  0.444
H (-2.316, -2.972, -1.893)  0.300
H (0.397, 1.435, -4.387)  0.569
N (2.444, -0.423, -5.188)  -0.607
C (1.720, 4.458, -1.872)  -0.502
H (0.392, 6.035, -4.559)  0.399
H (-2.735, 4.473, 2.443)  0.452
C (4.491, -1.156, -2.429)  0.128
C (0.435, 5.460, -3.643)  -0.537
C (3.156, -2.724, 3.923)  -0.995
H (-0.781, -3.832, -1.719)  0.287
O (1.474, -1.578, -0.417)  -0.340
C (-3.777, 2.672, 2.938)  -0.356
H (3.694, -3.455, 4.509)  0.404
C (4.005, 4.649, 2.744)  -0.508
C (3.953, 3.287, 2.489)  -0.861
H (4.704, 2.627, 2.904)  0.447
N (-1.132, -1.789, 1.113)  -0.797
C (1.982, 3.607, 1.147)  0.581
O (-4.394, 1.200, -1.293)  -0.235
C (3.052, 5.498, 2.195)  -0.783
C (2.248, -2.197, 0.334)  1.533
C (-2.779, 0.702, 2.085)  -0.479
H (4.793, 5.054, 3.366)  0.379
H (3.100, 6.563, 2.380)  0.416
H (-4.551, 3.180, 3.498)  0.413
O (1.109, 0.148, 1.760)  0.003
N (-1.785, 1.395, 1.493)  0.122
H (0.835, -2.317, -4.538)  0.306
N (-0.634, -0.333, -4.081)  0.554
H (2.573, 5.559, -3.494)  0.410
C (-0.734, 4.984, -3.066)  -0.604
P (0.608, 2.901, 0.184)  0.616
H (-4.558, 0.673, 3.256)  0.475
C (0.163, -3.096, -4.188)  -1.023
C (-1.519, -3.464, -2.440)  -1.031
C (3.490, -0.254, -2.857)  -0.009
H (-1.691, 5.183, -3.530)  0.429
C (2.563, -1.617, 4.534)  -0.491
C (2.929, -0.346, -4.140)  0.219
C (-3.376, 1.662, -1.413)  0.229
O (-0.519, -3.980, 1.796)  -0.592
C (-0.676, 4.246, -1.892)  -0.562
C (3.044, 0.724, -1.960)  0.282
H (4.112, -3.221, -0.041)  0.512
C (1.659, 5.194, -3.044)  -0.745
H (-1.292, 1.671, -3.884)  0.434
C (0.550, 3.983, -1.282)  0.270
C (2.942, 2.764, 1.695)  -0.234
H (0.170, -0.554, -6.011)  0.309
C (-0.806, -2.891, 1.456)  0.722
H (-1.456, 0.175, -5.925)  0.397
H (2.900, 1.707, 1.481)  0.309
C (-3.789, 1.284, 2.808)  -0.930
H (-0.228, -3.655, -5.040)  0.278
H (-2.727, -0.371, 1.957)  0.413
C (3.057, -3.290, -0.299)  -2.286
Bi (-0.226, -0.062, 0.112)  3.113
C (1.745, -0.824, 2.398)  0.289
H (-1.259, -1.558, -5.671)  0.373

Summary:
largest force on an atom = 0.5 eV/Å
ΔE to the lowest compared entry with this formula, charge and spin = 0.000 eV
LUMO energy = -0.2 eV
molecular weight = 898.7 Da
total energy = -2762.5183 Eh
gap between HOMO and LUMO = 0.2646 hartree

***

Question: Number 4 is which compound?
Answer: C36H34BiN8O5P

***

Question: Which value of total energy does entry 3 give?
Answer: -306.4419 Eh

***

Copy entry 1 word for word.
Density functional theory data (ωB97M-V/def2-TZVPD) for a cluster of 2 separate species, C5HF7 in total in a non-equilibrium geometry.

Each line ends with the Mulliken charge.
Cartesian coordinates (Å):
C (-1.342, -2.392, -1.315)  0.898
F (-1.103, -0.310, -4.165)  -0.185
H (0.381, 0.946, 1.217)  0.469
F (-1.902, 0.554, -2.326)  -0.212
F (-2.200, -1.943, -0.461)  -0.240
C (-0.848, 0.087, -2.991)  0.675
F (0.837, -2.078, -1.957)  -0.278
F (-0.906, -3.586, -0.978)  -0.259
C (-0.193, -1.389, -1.474)  0.189
C (0.086, -0.468, -0.498)  -1.014
F (-1.838, -2.623, -2.483)  -0.258
C (0.192, 0.351, 0.358)  0.460
F (0.010, 1.172, -3.064)  -0.245

Summary:
largest force on an atom = 4.8 eV/Å
ΔE to the lowest compared entry with this formula, charge and spin = 3.203 eV
LUMO energy = -0.5 eV
molecular weight = 194.0 Da
total energy = -890.0471 Eh
gap between HOMO and LUMO = 0.3495 hartree